ORCA calculation (ωB97M-V/def2-TZVPD) on C31H28N2P2ReS3 as an isolated structure.

The geometry in XYZ format:
```
67
C31H28N2P2ReS3 ωB97M-V/def2-TZVPD
Re 1.36 0.16 -1.50
S -0.07 -1.87 -1.35
P 0.22 -1.33 0.64
C 0.79 0.27 0.46
P -0.17 1.69 0.38
S 0.43 2.33 -1.50
C -1.94 1.45 0.46
C -2.66 1.13 -0.69
C -4.01 0.84 -0.61
C -4.65 0.86 0.62
C -3.94 1.16 1.77
C -2.59 1.46 1.70
C 0.25 2.92 1.60
C -0.56 4.04 1.82
C -0.17 5.01 2.72
C 1.04 4.89 3.40
C 1.86 3.79 3.17
C 1.47 2.81 2.27
C 1.50 -2.39 1.33
C 1.18 -3.44 2.20
C 2.19 -4.26 2.69
C 3.50 -4.06 2.32
C 3.83 -3.02 1.45
C 2.83 -2.19 0.96
C -1.22 -1.58 1.67
C -1.13 -1.20 3.01
C -2.21 -1.40 3.86
C -3.37 -1.98 3.37
C -3.47 -2.34 2.03
C -2.39 -2.15 1.18
H -2.15 1.12 -1.65
H -4.56 0.60 -1.51
H -5.71 0.63 0.68
H -4.45 1.18 2.73
H -2.05 1.69 2.60
H -1.50 4.15 1.30
H -0.80 5.87 2.90
H 1.35 5.65 4.10
H 2.80 3.70 3.69
H 2.10 1.95 2.09
H 0.16 -3.62 2.49
H 1.93 -5.07 3.36
H 4.28 -4.70 2.71
H 4.85 -2.85 1.16
H 3.10 -1.37 0.30
H -0.22 -0.76 3.40
H -2.14 -1.12 4.90
H -4.21 -2.14 4.03
H -4.38 -2.79 1.66
H -2.46 -2.43 0.14
S 4.57 1.27 -1.88
C 3.11 0.78 -1.72
C 0.27 1.43 -6.87
C 0.80 0.56 -5.79
C 1.41 -0.68 -5.82
C 1.68 -1.02 -4.49
N 1.26 -0.04 -3.69
N 0.73 0.90 -4.49
C 2.35 -2.24 -3.97
H 0.46 0.97 -7.84
H 0.76 2.41 -6.87
H -0.80 1.59 -6.77
H 1.63 -1.26 -6.70
H 0.35 1.74 -4.09
H 2.86 -2.76 -4.78
H 1.63 -2.93 -3.52
H 3.09 -2.00 -3.21
```

The expectation value of S² is 2.027. The total energy comes out at -88790.6433 eV. As for the total charge: +1. The calculation puts the HOMO-LUMO gap (alpha / beta) at 7.3 / 6.0 eV. The multiplicity is 3. The energy relative to the best compared isomer or geometry (same formula, charge and spin) is 0.0 kcal/mol.

ORCA calculation (ωB97M-V/def2-TZVPD) on C31H28NOsP2 as an isolated structure.

The geometry in XYZ format:
```
63
C31H28NOsP2 ωB97M-V/def2-TZVPD
Os -0.58 0.71 0.49
C 0.95 -0.95 2.88
P 1.41 0.30 1.58
C 2.21 1.68 2.43
C 2.93 2.57 1.64
C 3.50 3.70 2.21
C 3.36 3.94 3.57
C 2.65 3.05 4.36
C 2.07 1.92 3.80
C 2.76 -0.52 0.69
C 2.51 -1.10 -0.55
C 3.52 -1.79 -1.21
C 4.78 -1.90 -0.63
C 5.03 -1.32 0.60
C 4.03 -0.63 1.27
C 0.00 -1.87 2.23
C -0.01 -3.32 2.15
C -0.93 -3.64 1.20
C -1.47 -2.38 0.73
C -2.31 -2.08 -0.45
P -1.66 -0.54 -1.28
C -2.96 0.73 -1.09
C -4.03 0.66 -0.20
C -4.89 1.73 -0.05
C -4.69 2.90 -0.78
C -3.62 2.99 -1.67
C -2.76 1.91 -1.82
C -1.67 -0.99 -3.04
C -0.50 -1.48 -3.61
C -0.50 -1.90 -4.93
C -1.66 -1.82 -5.69
C -2.83 -1.32 -5.12
C -2.84 -0.90 -3.80
N -0.93 -1.35 1.40
H 0.44 -0.40 3.68
H 1.83 -1.45 3.27
H 3.04 2.39 0.58
H 4.06 4.39 1.59
H 3.81 4.82 4.02
H 2.54 3.23 5.42
H 1.51 1.24 4.43
H 1.53 -1.00 -1.00
H 3.34 -2.23 -2.18
H 5.57 -2.43 -1.15
H 6.02 -1.40 1.05
H 4.23 -0.17 2.23
H 0.62 -3.99 2.71
H -1.20 -4.62 0.86
H -3.34 -1.89 -0.14
H -2.33 -2.91 -1.16
H -4.20 -0.23 0.40
H -5.72 1.67 0.64
H -5.36 3.74 -0.65
H -3.46 3.89 -2.24
H -1.93 1.99 -2.51
H 0.41 -1.53 -3.02
H 0.42 -2.28 -5.37
H -1.65 -2.14 -6.72
H -3.73 -1.25 -5.72
H -3.75 -0.50 -3.37
C -1.13 1.83 2.00
H -1.68 1.40 2.84
H -0.79 2.84 2.18
```

The expectation value of S² is 6.032. The total energy comes out at -55127.2785 eV. As for the total charge: +1. The calculation puts the HOMO-LUMO gap (alpha / beta) at 7.0 / 5.9 eV. The multiplicity is 5.

ORCA calculation (ωB97M-V/def2-TZVPD) on C31H28NP2PdS2 as an isolated structure at a distorted geometry.

The geometry in XYZ format:
```
65
C31H28NP2PdS2 ωB97M-V/def2-TZVPD
Pd -0.15 -2.33 0.02
S -1.40 -2.12 2.35
P -1.29 -0.34 1.46
C -1.52 -0.76 -0.15
P -0.94 -0.40 -1.68
S -0.59 -2.25 -2.38
C 0.64 0.55 -1.74
C 1.86 -0.08 -2.03
C 3.05 0.63 -1.93
C 3.04 1.97 -1.55
C 1.83 2.60 -1.28
C 0.64 1.89 -1.38
C -2.00 0.75 -2.61
C -1.92 0.85 -3.99
C -2.72 1.76 -4.67
C -3.60 2.57 -3.97
C -3.70 2.45 -2.59
C -2.91 1.54 -1.91
C -2.39 1.07 1.85
C -1.98 2.39 1.69
C -2.90 3.42 1.79
C -4.24 3.15 2.05
C -4.65 1.83 2.21
C -3.73 0.80 2.10
C 0.33 0.33 2.05
C 0.39 1.02 3.26
C 1.61 1.41 3.79
C 2.79 1.09 3.13
C 2.74 0.39 1.93
C 1.51 0.02 1.40
H 1.86 -1.13 -2.29
H 3.98 0.12 -2.13
H 3.97 2.51 -1.47
H 1.82 3.64 -0.98
H -0.29 2.39 -1.15
H -1.22 0.22 -4.53
H -2.65 1.84 -5.75
H -4.23 3.28 -4.50
H -4.40 3.07 -2.04
H -3.01 1.42 -0.83
H -0.94 2.61 1.48
H -2.57 4.45 1.66
H -4.95 3.96 2.12
H -5.69 1.61 2.40
H -4.05 -0.23 2.20
H -0.52 1.25 3.80
H 1.64 1.94 4.74
H 3.75 1.38 3.55
H 3.65 0.11 1.41
H 1.51 -0.56 0.48
C 1.71 -3.31 2.72
C 2.21 -3.61 1.34
C 3.53 -3.80 0.99
C 3.53 -4.18 -0.38
C 2.22 -4.18 -0.79
C 1.71 -4.70 -2.10
N 1.38 -3.83 0.25
H 2.47 -3.60 3.44
H 0.80 -3.86 2.93
H 1.48 -2.25 2.88
H 4.37 -3.74 1.65
H 4.38 -4.47 -0.99
H 2.54 -5.13 -2.66
H 1.25 -3.94 -2.73
H 0.97 -5.49 -1.95
```

The total energy comes out at -77822.1661 eV. As for the total charge: -1. The calculation puts the HOMO-LUMO gap at 6.1 eV.

ORCA calculation (ωB97M-V/def2-TZVPD) on C31H29Br2F5O17 as an isolated structure at a distorted geometry.

The geometry in XYZ format:
```
84
C31H29Br2F5O17 ωB97M-V/def2-TZVPD
C 3.97 3.24 1.35
C 4.45 1.79 1.76
Br 6.44 1.89 2.04
C 4.15 0.72 0.60
Br 5.77 -0.05 -0.27
C 3.15 -0.40 1.03
C 2.92 -0.83 2.29
C 1.82 -1.95 2.44
O 1.92 -2.85 3.24
C 0.61 -1.82 1.46
C -0.88 -2.10 1.84
C -1.64 -0.71 1.75
C -2.90 -0.51 1.04
C -3.45 0.87 1.02
C -2.76 2.00 1.66
C -1.49 1.78 2.38
C -0.95 0.43 2.41
C 0.85 -1.39 0.17
C 2.34 -1.07 -0.16
O 2.84 -1.31 -1.23
H 2.87 3.39 1.49
H 4.20 3.47 0.27
H 4.49 4.04 1.95
H 3.97 1.55 2.74
H 3.65 1.29 -0.23
H 3.48 -0.42 3.16
H -0.95 -2.40 2.92
H -1.37 -2.86 1.16
H -3.41 -1.36 0.52
H -4.39 1.13 0.48
H -3.15 3.05 1.62
H -0.92 2.60 2.88
H 0.04 0.28 2.94
H 0.01 -1.26 -0.54
C 4.17 -2.11 -4.90
C 4.63 -0.69 -4.88
O 4.26 -0.21 -6.16
C 3.16 -0.94 -6.51
O 2.42 -0.64 -7.39
O 3.01 -2.04 -5.73
F 5.98 -0.62 -4.76
H 4.90 -2.79 -5.35
H 3.91 -2.48 -3.90
H 4.16 -0.08 -4.10
C -4.59 1.11 5.81
C -4.20 2.56 5.82
O -4.59 3.01 4.54
C -5.65 2.22 4.18
O -6.41 2.47 3.30
O -5.74 1.11 4.97
F -2.86 2.70 5.94
H -3.82 0.47 5.36
H -4.82 0.73 6.80
H -4.70 3.15 6.59
C -5.50 -2.66 -1.82
C -6.88 -2.08 -1.94
O -7.31 -2.00 -0.59
C -6.18 -1.82 0.15
O -6.17 -1.44 1.27
O -5.06 -2.12 -0.57
F -7.70 -2.93 -2.60
H -5.50 -3.75 -1.76
H -4.85 -2.35 -2.63
H -6.91 -1.10 -2.40
C 10.58 -0.85 1.86
C 9.59 -1.98 1.88
O 8.63 -1.57 0.93
C 9.30 -0.79 0.03
O 8.89 -0.50 -1.04
O 10.52 -0.41 0.51
F 8.99 -2.08 3.09
H 10.29 -0.03 2.53
H 11.59 -1.17 2.12
H 10.01 -2.95 1.59
C -5.78 2.28 -4.49
C -6.97 2.36 -5.40
O -7.29 1.00 -5.62
C -6.89 0.34 -4.50
O -7.24 -0.77 -4.22
O -6.05 1.10 -3.75
F -6.64 2.93 -6.59
H -4.84 2.17 -5.03
H -5.70 3.15 -3.83
H -7.83 2.88 -4.97
```

The total energy comes out at -221093.9005 eV. The calculation puts the HOMO-LUMO gap at 7.9 eV.

Q: Number 3 is which compound?
A: C31H28NP2PdS2

Q: Number 2 is which compound?
A: C31H28NOsP2